(1)
{
  "formula": "C4H7NO2",
  "method": "ωB97M-V with the def2-TZVPD basis set",
  "symbols": ["C", "N", "C", "O", "C", "C", "O", "H", "H", "H", "H", "H", "H", "H"],
  "positions_angstrom": [[0.03994, -1.43084, -1.02915], [1.28947, -1.15143, -0.35058], [1.63413, -0.11589, 0.26879], [1.05411, 1.09658, 0.51898], [-0.28080, 1.35525, 0.17233], [-1.28017, 0.59824, 1.02174], [-0.98597, -0.07627, 1.97438], [-0.82740, -1.39044, -0.35965], [-0.13852, -0.76750, -1.88493], [0.08961, -2.45092, -1.41949], [2.62497, -0.08167, 0.72230], [-0.48617, 1.18084, -0.89037], [-0.43924, 2.42554, 0.35709], [-2.33451, 0.71889, 0.69053]],
  "atomic_forces_ev_per_a": [[-0.13, -0.01, -0.12], [0.05, 0.26, 0.16], [0.15, -0.23, -0.05], [0.04, -0.05, -0.06], [-0.12, 0.00, -0.01], [0.10, -0.18, 0.30], [-0.14, 0.32, -0.45], [0.11, 0.00, -0.09], [0.05, -0.09, 0.13], [0.00, 0.16, 0.05], [-0.12, -0.02, -0.05], [-0.01, -0.02, 0.14], [-0.03, -0.13, -0.04], [0.07, 0.00, 0.09]],
  "mol_weight_da": 101.1,
  "total_energy_ha": -361.79425,
  "largest_force_ev_per_a": 0.57,
  "de_lowest_kcal_mol": 54.3,
  "homo_energy_ev": -9.63,
  "smiles": "C/N=C\\OCC=O"
}

---

(2)
{
  "formula": "C4H7NO2",
  "method": "ωB97M-V with the def2-TZVPD basis set",
  "symbols": ["N", "C", "O", "C", "C", "C", "O", "H", "H", "H", "H", "H", "H", "H"],
  "positions_angstrom": [[1.21637, 0.31733, 1.92198], [1.68546, 0.63002, 0.68048], [2.43307, 1.55960, 0.44605], [1.20556, -0.32666, -0.42287], [-0.24211, -0.63526, -0.14907], [-2.33870, -0.23406, -1.06046], [-0.91366, -0.28981, -1.20783], [1.37917, 0.98947, 2.65680], [0.40432, -0.28681, 1.97316], [1.79856, -1.24616, -0.33995], [1.38965, 0.14466, -1.39398], [-2.57756, -0.19964, 0.00396], [-2.64730, 0.68060, -1.56962], [-2.79283, -1.10327, -1.53866]],
  "atomic_forces_ev_per_a": [[0.00, 0.13, -0.06], [0.19, 0.12, 0.04], [-0.24, -0.36, 0.10], [0.00, 0.00, -0.02], [0.04, 0.20, -0.46], [-0.32, 0.00, -0.03], [0.27, 0.02, 0.34], [0.03, -0.10, -0.08], [0.17, 0.11, 0.01], [-0.09, 0.08, 0.08], [0.00, -0.08, 0.13], [-0.05, -0.04, -0.20], [-0.08, -0.15, 0.10], [0.09, 0.07, 0.03]],
  "mol_weight_da": 101.1,
  "total_energy_ha": -361.77313,
  "largest_force_ev_per_a": 0.50,
  "de_lowest_kcal_mol": 67.6,
  "homo_energy_ev": -8.97
}

---

(3)
{
  "formula": "C4H7NO2",
  "method": "ωB97M-V with the def2-TZVPD basis set",
  "symbols": ["C", "C", "C", "N", "O", "O", "C", "H", "H", "H", "H", "H", "H", "H"],
  "positions_angstrom": [[-1.30149, 1.60879, -0.05382], [-0.41708, 0.58021, -0.04327], [0.99050, 0.94663, 0.08167], [2.06458, 0.25636, 0.08025], [2.00203, -1.07849, -0.03253], [-0.72260, -0.74481, -0.28628], [-2.02506, -1.16172, 0.20625], [-0.90536, 2.58816, 0.21569], [-2.33588, 1.55888, -0.37086], [1.13029, 2.02047, 0.19004], [1.06808, -1.35826, -0.03265], [-2.14540, -2.16496, -0.18260], [-2.81820, -0.57431, -0.25903], [-2.16213, -1.12154, 1.28315]],
  "atomic_forces_ev_per_a": [[0.69, -0.55, 0.05], [-1.25, 0.81, -0.51], [0.52, -0.11, 0.34], [0.01, 1.16, 0.08], [-0.30, -0.98, -0.01], [-0.48, 0.43, 1.02], [-0.03, 0.05, -1.28], [-0.22, -0.27, -0.27], [0.07, -0.22, 0.37], [0.24, -0.25, -0.05], [0.03, -0.03, -0.12], [0.05, -0.26, 0.24], [0.13, 0.11, 0.02], [0.53, 0.09, 0.13]],
  "mol_weight_da": 101.1,
  "total_energy_ha": -361.73783,
  "largest_force_ev_per_a": 1.58,
  "de_lowest_kcal_mol": 89.7,
  "homo_energy_ev": -8.90,
  "smiles": "C=C(/C=N\\O)OC"
}

---

(4)
{
  "formula": "C4H7NO2",
  "method": "ωB97M-V with the def2-TZVPD basis set",
  "symbols": ["C", "C", "C", "N", "C", "O", "O", "H", "H", "H", "H", "H", "H", "H"],
  "positions_angstrom": [[-1.22725, -0.82465, 0.30756], [-0.32492, -0.09166, -0.78379], [0.12695, 1.27476, -0.28892], [1.00368, 0.77787, 0.78899], [1.71511, -0.28907, 0.13652], [2.75121, -0.78672, 0.45390], [0.95029, -0.74257, -0.91311], [-1.11287, -0.70938, 1.41152], [-1.11588, -1.89780, 0.15503], [-2.25521, -0.51095, 0.13696], [-0.82326, -0.14919, -1.75623], [-0.67722, 1.89384, 0.10952], [0.70518, 1.85489, -1.02060], [0.28421, 0.20064, 1.26264]],
  "atomic_forces_ev_per_a": [[-0.13, -0.05, -0.66], [-0.62, -0.15, 0.47], [-0.31, -0.01, -0.05], [0.04, -0.08, 0.10], [0.29, -0.46, 0.01], [-0.46, 0.35, -0.21], [0.11, -0.16, 0.30], [0.47, 0.38, -0.82], [-0.27, 0.00, -0.22], [-0.15, -0.23, -0.20], [0.13, 0.03, 0.22], [0.07, -0.06, 0.04], [-0.20, -0.30, 0.10], [1.03, 0.74, 0.91]],
  "mol_weight_da": 101.1,
  "total_energy_ha": -361.83036,
  "largest_force_ev_per_a": 1.56,
  "de_lowest_kcal_mol": 31.7,
  "homo_energy_ev": -10.72,
  "smiles": "C[C@H]1CNC(=O)O1"
}

---

(5)
{
  "formula": "C4H7NO2",
  "method": "ωB97M-V with the def2-TZVPD basis set",
  "symbols": ["N", "C", "O", "C", "C", "C", "O", "H", "H", "H", "H", "H", "H", "H"],
  "positions_angstrom": [[-2.30577, -1.02514, -0.67125], [-1.38487, -0.16090, -0.17560], [-1.46006, 1.04115, -0.33252], [-0.17742, -0.79406, 0.49211], [0.83709, 0.25579, 0.93517], [1.79450, 0.57767, -0.17785], [2.98026, 0.38990, -0.10826], [-2.31268, -1.99518, -0.40956], [-3.15082, -0.63690, -1.05792], [0.25949, -1.50421, -0.20557], [-0.39624, -1.36951, 1.38791], [1.47473, -0.16733, 1.71209], [0.29339, 1.08940, 1.37462], [1.33879, 0.91588, -1.12532]],
  "atomic_forces_ev_per_a": [[-0.29, -0.09, 0.03], [0.28, 0.03, -0.03], [-0.20, -0.02, 0.01], [0.24, 0.12, 0.21], [0.55, -0.52, 0.43], [-0.32, 0.22, -0.24], [0.06, 0.06, 0.08], [0.07, 0.04, 0.01], [0.05, 0.00, 0.01], [0.13, -0.13, -0.16], [-0.62, -0.15, -0.05], [-0.08, -0.03, 0.14], [0.16, 0.33, -0.37], [-0.04, 0.13, -0.06]],
  "mol_weight_da": 101.1,
  "total_energy_ha": -361.86039,
  "largest_force_ev_per_a": 0.87,
  "de_lowest_kcal_mol": 12.8,
  "homo_energy_ev": -9.77,
  "smiles": "NC(=O)CCC=O"
}

---

(6)
{
  "formula": "C4H7NO2",
  "method": "ωB97M-V with the def2-TZVPD basis set",
  "symbols": ["O", "C", "C", "N", "C", "O", "C", "H", "H", "H", "H", "H", "H", "H"],
  "positions_angstrom": [[0.26317, 1.39139, 0.55730], [0.19796, 0.56339, -0.62968], [-1.11727, -0.23220, -0.63342], [-1.25754, -0.63443, 0.77917], [-0.17756, -0.47901, 1.44732], [1.08173, -0.80244, 1.01929], [1.21986, -0.54349, -0.38559], [-0.64127, 1.72195, 0.61481], [0.38021, 1.36708, -1.33320], [-0.99258, -1.02614, -1.38463], [-2.00987, 0.35306, -0.91002], [-0.15718, 0.01219, 2.42384], [0.95334, -1.41566, -0.99875], [2.25701, -0.27569, -0.56642]],
  "atomic_forces_ev_per_a": [[-0.32, 0.84, -0.38], [0.05, 0.66, 0.22], [0.14, 0.14, -0.21], [0.14, 0.69, 0.36], [-0.40, -0.93, 0.01], [-0.13, 0.01, 0.02], [0.23, 0.24, -0.14], [0.10, 0.41, 0.40], [0.05, -0.98, -1.39], [-0.34, 0.04, 0.29], [0.28, -0.13, 0.13], [-0.10, -1.21, 0.29], [0.27, 0.13, 0.29], [0.04, 0.10, 0.11]],
  "mol_weight_da": 101.1,
  "total_energy_ha": -361.75835,
  "largest_force_ev_per_a": 1.70,
  "de_lowest_kcal_mol": 76.9,
  "homo_energy_ev": -8.87,
  "smiles": "O[C@@H]1CN=COC1"
}